{"formula": "C25H30AgFN2O4PS", "method": "ωB97M-V/def2-TZVPD", "total_charge": 2, "energy_ev": -64403.0991, "homo_ev": [-13.0, -13.0], "multiplicity": 2, "homo_lumo_gap_ev": [5.820, 4.265], "s_squared": 0.7647, "species": ["C", "C", "N", "C", "C", "C", "C", "C", "F", "C", "C", "C", "C", "C", "N", "C", "C", "C", "C", "C", "C", "C", "O", "C", "C", "C", "C", "O", "O", "C", "P", "S", "C", "O", "H", "H", "H", "H", "H", "H", "H", "H", "H", "H", "H", "H", "H", "H", "H", "H", "H", "H", "H", "H", "H", "H", "H", "H", "H", "H", "H", "H", "H", "H", "Ag"], "coordinates": [[-4.9362, 1.0527, 0.3219], [-4.3298, 0.2120, -0.8319], [-3.4541, 0.9557, -1.7645], [-2.0933, 0.6061, -1.7010], [-1.7133, -0.4738, -2.4855], [-0.4388, -0.9554, -2.5586], [-0.2101, -2.1267, -3.4939], [-0.0657, -3.4930, -2.8162], [-1.2691, -2.2346, -4.3888], [0.5605, -0.3333, -1.7837], [1.9937, -0.8960, -1.8313], [2.4458, -1.4599, -0.4260], [3.0235, -2.9015, -0.4469], [1.9075, -3.9444, -0.1804], [1.9344, -4.5438, 1.1793], [0.9191, -5.4213, 1.4631], [1.0865, -5.8920, 2.7950], [2.2023, -5.2637, 3.2333], [2.7387, -4.3822, 2.2035], [0.2462, 0.7654, -1.0145], [-1.0982, 1.2397, -0.9661], [-1.4267, 2.4016, -0.1092], [-2.5434, 2.9210, -0.0429], [-0.3827, 3.0185, 0.7857], [-0.8462, 4.1338, 1.6786], [-0.4000, 5.5653, 1.1224], [0.0953, 6.5250, 2.2165], [0.7896, 7.4704, 1.9563], [-0.3194, 6.3339, 3.5353], [0.8783, 2.5882, 0.7409], [2.2307, 3.2936, 1.7714], [3.1345, 4.6294, 0.6642], [1.2850, 1.4944, -0.2242], [2.4826, 1.2953, -0.3205], [-4.8526, 2.1302, 0.1832], [-5.9984, 0.8077, 0.4368], [-4.4752, 0.7274, 1.2627], [-5.1503, -0.2065, -1.4294], [-3.8218, -0.6567, -0.4010], [-3.5991, 1.9526, -1.7250], [-2.4815, -0.9505, -3.0876], [0.6677, -1.9414, -4.1266], [-0.5385, -3.4969, -1.8302], [-0.4472, -4.3000, -3.4467], [1.0095, -3.6939, -2.7183], [2.6780, -0.0858, -2.0843], [2.0552, -1.7177, -2.5480], [1.6657, -1.3507, 0.3404], [3.2616, -0.8097, -0.0936], [3.4614, -3.0822, -1.4351], [3.8534, -3.0284, 0.2568], [0.9514, -3.4246, -0.2684], [1.9507, -4.7463, -0.9218], [0.1430, -5.6628, 0.7474], [0.4547, -6.6060, 3.3012], [2.6136, -5.4235, 4.2233], [3.5910, -3.7187, 2.2122], [-1.9578, 4.1143, 1.6934], [-0.5308, 4.0368, 2.7155], [-1.3082, 6.0602, 0.6600], [0.3543, 5.5168, 0.3339], [0.1566, 5.5829, 3.9138], [1.6925, 3.9631, 2.8892], [3.1670, 2.2980, 2.1104], [-2.9935, 5.5315, 0.5545]]}

---

{"formula": "C25H30AuN4O7", "method": "ωB97M-V/def2-TZVPD", "total_charge": 1, "e_above_lowest_ev": 2.131, "energy_ev": -50386.1164, "homo_ev": [-9.7, -11.7], "multiplicity": 3, "homo_lumo_gap_ev": [6.805, 6.632], "s_squared": 2.0104, "species": ["Au", "O", "C", "O", "C", "O", "C", "C", "O", "O", "H", "H", "H", "H", "H", "C", "C", "N", "C", "C", "C", "C", "N", "H", "H", "H", "H", "H", "H", "H", "H", "H", "H", "H", "H", "H", "H", "O", "C", "N", "C", "C", "O", "N", "C", "C", "C", "C", "C", "C", "C", "C", "C", "C", "C", "C", "H", "H", "H", "H", "H", "H", "H", "H", "H", "H", "H"], "coordinates": [[8.5869, 14.8582, 5.4234], [5.7493, 11.8922, 7.6026], [7.8687, 12.8958, 7.5705], [7.4671, 14.1394, 7.1819], [9.0796, 13.0731, 8.5374], [10.2414, 13.5571, 7.8794], [11.3651, 12.8917, 8.2372], [12.4903, 12.9879, 4.6306], [12.6052, 11.9022, 4.2531], [12.4856, 14.0883, 4.9918], [5.2475, 12.7158, 7.7400], [8.6754, 13.8093, 9.2408], [9.3062, 12.1720, 9.0925], [12.2458, 13.0552, 7.6647], [11.2424, 12.1368, 8.9614], [7.6703, 18.7577, 8.0108], [8.2288, 19.4263, 6.6711], [9.4859, 18.9362, 6.1624], [10.6776, 19.8314, 6.1939], [11.3466, 19.8933, 7.5887], [9.5317, 17.6623, 5.7864], [10.8461, 17.1131, 5.3904], [8.4962, 16.8507, 5.5742], [6.8325, 19.3823, 8.2976], [8.4634, 18.7828, 8.7390], [7.3693, 17.7397, 7.8948], [8.3228, 20.5055, 6.8513], [7.4182, 19.3519, 5.9141], [10.3039, 20.8566, 5.9553], [11.3544, 19.5308, 5.3998], [10.6371, 20.2523, 8.3338], [12.2341, 20.5439, 7.4684], [11.6968, 18.9037, 7.8544], [10.8905, 17.0588, 4.3083], [10.9412, 16.0760, 5.7205], [11.7351, 17.6476, 5.7309], [7.5628, 17.1935, 5.9434], [9.6284, 12.4841, 3.2372], [9.2353, 11.9796, 4.2769], [9.2064, 10.7450, 4.6999], [8.5904, 10.6425, 6.0375], [8.2698, 12.1245, 6.3136], [6.8435, 12.2848, 8.4162], [8.6781, 12.7923, 5.3301], [9.5660, 10.1864, 7.1091], [10.9112, 10.0729, 6.9207], [11.7243, 9.6910, 7.9550], [11.2032, 9.3707, 9.1884], [9.8463, 9.5686, 9.4086], [9.0413, 9.9593, 8.3663], [7.3689, 9.6644, 5.8586], [6.2742, 10.1027, 5.1214], [5.2961, 9.1462, 4.8143], [5.3764, 7.8668, 5.2451], [6.4761, 7.4098, 5.9805], [7.5013, 8.3464, 6.2289], [9.3808, 9.8914, 4.1655], [11.3387, 10.3448, 5.9302], [12.8162, 9.5772, 7.8121], [11.8905, 9.0671, 9.9757], [9.3707, 9.4484, 10.4027], [7.9686, 10.0629, 8.5259], [6.1606, 11.0674, 4.6872], [4.4067, 9.3944, 4.2453], [4.5604, 7.2153, 5.0769], [6.6055, 6.3741, 6.2791], [8.3955, 8.0175, 6.7413]]}

---

{"formula": "C25H30B2BrF4N6O10ReS2", "method": "ωB97M-V/def2-TZVPD", "total_charge": 1, "e_above_lowest_ev": 1.192, "energy_ev": -161892.5772, "homo_ev": [-11.0, -11.0], "multiplicity": 2, "homo_lumo_gap_ev": [6.212, 5.942], "s_squared": 0.7898, "species": ["Re", "C", "C", "N", "O", "B", "F", "F", "O", "N", "C", "C", "C", "N", "O", "B", "F", "F", "O", "N", "C", "C", "C", "H", "H", "H", "H", "H", "H", "H", "H", "H", "H", "H", "H", "O", "S", "O", "O", "S", "C", "C", "N", "C", "C", "C", "O", "C", "C", "C", "C", "N", "C", "H", "H", "H", "H", "H", "H", "H", "H", "H", "H", "H", "H", "H", "H", "Br", "C", "C", "C", "C", "C", "C", "C", "O", "O", "H", "H", "H", "H"], "coordinates": [[0.9130, -1.3372, 0.2065], [2.8116, -2.9854, 3.7316], [1.9109, -2.6125, 2.6104], [2.2884, -1.9277, 1.5734], [3.5272, -1.4301, 1.5817], [4.0498, -0.9965, 0.1907], [3.9095, -2.0774, -0.6370], [5.3079, -0.5533, 0.3969], [3.2522, 0.2019, -0.3721], [1.9965, -0.0666, -0.7386], [1.4258, 0.7976, -1.6723], [2.2100, 1.8954, -2.3155], [0.1153, 0.5620, -1.9280], [-0.4285, -0.5162, -1.2004], [-1.6080, -2.6243, -1.2562], [-2.4170, -3.7190, -0.8527], [-3.7137, -3.5597, -0.8198], [-1.8431, -4.8580, -0.6561], [-1.5321, -2.8662, 1.5002], [-0.1534, -2.5278, 1.5494], [0.4590, -2.9366, 2.6089], [-0.1677, -3.5983, 3.7781], [-0.6849, 1.4027, -2.8771], [3.8440, -2.8208, 3.4409], [2.6758, -4.0341, 3.9984], [2.5997, -2.3833, 4.6192], [3.2738, 1.6970, -2.2152], [2.0030, 2.8573, -1.8382], [1.9608, 1.9751, -3.3734], [-1.2466, -3.6299, 3.6993], [0.1148, -3.0587, 4.6836], [0.2116, -4.6187, 3.8724], [-0.2842, 1.3194, -3.8901], [-0.6307, 2.4537, -2.5907], [-1.7337, 1.1106, -2.9107], [-3.8068, -2.1830, 1.8214], [-2.5337, -1.5931, 1.6832], [-1.9680, -0.7068, 2.6339], [-2.4642, -0.8597, 0.2570], [-1.8784, -1.1064, -1.3643], [-5.1306, 3.0419, 0.7713], [-4.0390, 3.9802, 1.2614], [-2.7073, 3.3657, 1.1666], [-2.0513, 3.4263, -0.1422], [-0.8892, 4.4119, -0.1944], [-2.1692, 2.8496, 2.2980], [-2.7230, 2.8902, 3.3811], [-0.8082, 2.1766, 2.2786], [0.0069, 2.3872, 3.3800], [1.1703, 1.6519, 3.5034], [1.4459, 0.6598, 2.5867], [0.6286, 0.3873, 1.5447], [-0.4540, 1.1800, 1.3926], [-6.1111, 3.5027, 0.8979], [-5.1130, 2.1146, 1.3463], [-5.0099, 2.7989, -0.2877], [-4.2073, 4.2384, 2.3021], [-4.0188, 4.9020, 0.6779], [-2.8212, 3.7356, -0.8479], [-1.7305, 2.4406, -0.4654], [-1.2040, 5.3844, 0.1874], [-0.5484, 4.5537, -1.2231], [-0.0423, 4.0694, 0.4037], [-0.2878, 3.1148, 4.1253], [1.8523, 1.8101, 4.3275], [2.3575, 0.0906, 2.6666], [-1.0757, 0.9571, 0.5437], [-1.2882, -1.8010, -4.2443], [0.6047, -1.6229, -4.2548], [1.1240, -0.8239, -5.2598], [2.4928, -0.5916, -5.2920], [3.3082, -1.1498, -4.3198], [2.7660, -1.9595, -3.3324], [1.3989, -2.2183, -3.2782], [0.8823, -3.1915, -2.2489], [0.2816, -4.1714, -2.5898], [1.1791, -2.9168, -0.9739], [0.4707, -0.4091, -6.0158], [2.9120, 0.0244, -6.0772], [4.3753, -0.9652, -4.3332], [3.4068, -2.4107, -2.5909]]}

---

{"formula": "C25H30Br3N3O4S", "method": "ωB97M-V/def2-TZVPD", "total_charge": 0, "e_above_lowest_ev": 0.000, "energy_ev": -260031.6433, "homo_ev": -8.8, "multiplicity": 1, "homo_lumo_gap_ev": 8.087, "smiles": "CC[C@@H](Br)c1cc2nc([C@@H](C)CC)c(N=C=S)nc2c(/C(Br)=C(/C)Br)c1CC(=O)O.CCOC(C)=O", "species": ["C", "C", "C", "Br", "C", "C", "C", "N", "C", "C", "C", "C", "C", "C", "N", "C", "S", "N", "C", "C", "C", "Br", "C", "C", "Br", "C", "C", "C", "O", "O", "H", "H", "H", "H", "H", "H", "H", "H", "H", "H", "H", "H", "H", "H", "H", "H", "H", "H", "H", "H", "H", "H", "C", "C", "O", "C", "C", "O", "H", "H", "H", "H", "H", "H", "H", "H"], "coordinates": [[-3.4803, -4.5624, -0.9410], [-3.9216, -3.3059, -1.8032], [-3.5702, -1.8997, -1.1191], [-4.2769, -2.0407, 0.7546], [-2.0256, -1.6046, -1.1087], [-1.0439, -2.5624, -1.6368], [0.4419, -2.3112, -1.6042], [1.2670, -3.3200, -2.1033], [2.5922, -3.0324, -2.0038], [3.5938, -4.1496, -2.5036], [4.6221, -3.6324, -3.5883], [4.2573, -4.8676, -1.2395], [5.7979, -4.6024, -1.0457], [3.0802, -1.7407, -1.4108], [4.5445, -1.5654, -1.3356], [4.8186, -1.1892, -0.1798], [5.1936, -1.1775, 1.3914], [2.3277, -0.7122, -0.9354], [0.9854, -1.0650, -1.0423], [-0.0245, -0.0594, -0.5206], [0.5278, 1.2857, 0.0663], [0.7273, 2.7904, -1.1522], [0.8476, 1.3171, 1.3989], [1.3676, 2.6760, 1.9825], [0.6880, -0.2182, 2.5895], [-1.4632, -0.3093, -0.5271], [-2.4615, 0.7495, 0.0679], [-3.4748, 1.2603, -1.0501], [-3.0983, 1.5519, -2.1538], [-4.8206, 1.4130, -0.7174], [-4.2824, -4.9715, -0.2762], [-2.6243, -4.2225, -0.2823], [-3.0490, -5.3463, -1.6348], [-5.0527, -3.3440, -1.8647], [-3.4693, -3.2656, -2.8301], [-4.1281, -1.1275, -1.7145], [-1.3900, -3.5280, -2.0911], [2.9668, -4.9393, -3.0189], [5.4358, -2.9769, -3.1878], [4.0340, -3.0288, -4.3494], [5.0115, -4.5228, -4.1695], [4.1245, -5.9847, -1.3865], [3.6492, -4.6062, -0.3291], [6.4539, -5.0232, -1.8524], [6.0974, -5.1267, -0.0843], [6.0786, -3.5255, -0.9063], [0.7338, 3.5200, 1.5850], [2.4474, 2.8620, 1.7116], [1.3009, 2.7459, 3.1039], [-2.9896, 0.3362, 0.9683], [-1.9300, 1.6853, 0.4187], [-4.9270, 1.0452, 0.1822], [-3.6614, 5.8368, 3.0562], [-2.6876, 5.9554, 4.2110], [-1.3876, 5.4770, 3.8437], [-0.4486, 6.2318, 3.2400], [-0.8470, 7.5517, 2.6384], [0.6742, 5.8109, 3.1280], [-3.3563, 6.4529, 2.2088], [-4.6622, 6.1446, 3.3647], [-3.7049, 4.8054, 2.6999], [-2.6336, 6.9701, 4.6105], [-3.0227, 5.3181, 5.0307], [-1.1307, 7.3988, 1.5966], [0.0110, 8.2225, 2.6798], [-1.6528, 8.0534, 3.1711]]}

---

{"formula": "C25H30ClN3O2", "method": "ωB97M-V/def2-TZVPD", "total_charge": 0, "energy_ev": -47501.2952, "homo_ev": -8.2, "multiplicity": 1, "homo_lumo_gap_ev": 8.726, "smiles": "Cc1ccc(N2CCN(C(=O)[C@H]3CCC(=O)N(Cc4ccc(Cl)cc4)C3)CC2)c(C)c1", "species": ["C", "C", "C", "C", "C", "N", "C", "C", "N", "C", "O", "C", "C", "C", "C", "O", "N", "C", "C", "C", "C", "C", "Cl", "C", "C", "C", "C", "C", "C", "C", "C", "H", "H", "H", "H", "H", "H", "H", "H", "H", "H", "H", "H", "H", "H", "H", "H", "H", "H", "H", "H", "H", "H", "H", "H", "H", "H", "H", "H", "H", "H"], "coordinates": [[-7.4061, 0.2642, -1.8860], [-6.0498, 0.1561, -1.2575], [-5.1006, -0.7359, -1.7303], [-3.8548, -0.8197, -1.1361], [-3.5228, -0.0195, -0.0479], [-2.2712, -0.1122, 0.6007], [-1.3509, 0.9911, 0.3934], [-0.2998, 0.9825, 1.5025], [0.3885, -0.2953, 1.4951], [1.7279, -0.3185, 1.3284], [2.3778, 0.7107, 1.3505], [2.4051, -1.6806, 1.1156], [1.9289, -2.3570, -0.1814], [3.0704, -3.1491, -0.8207], [4.1338, -2.1565, -1.2443], [4.5953, -2.1001, -2.3679], [4.4653, -1.3034, -0.2529], [5.3173, -0.1624, -0.5347], [4.5015, 1.1026, -0.5985], [4.7328, 2.1626, 0.2641], [3.9150, 3.2779, 0.2485], [2.8531, 3.3227, -0.6362], [1.7937, 4.6911, -0.6310], [2.6191, 2.2868, -1.5250], [3.4493, 1.1839, -1.5029], [3.9370, -1.4847, 1.0779], [-0.5297, -1.3960, 1.6559], [-1.5696, -1.3741, 0.5288], [-4.4834, 0.8670, 0.4591], [-4.2107, 1.7035, 1.6737], [-5.7195, 0.9425, -0.1610], [-7.4644, -0.3362, -2.7904], [-7.6288, 1.2997, -2.1387], [-8.1730, -0.0810, -1.1927], [-5.3296, -1.3689, -2.5757], [-3.1312, -1.5149, -1.5347], [-1.8968, 1.9325, 0.4056], [-0.8403, 0.9016, -0.5813], [0.4408, 1.7671, 1.3448], [-0.7842, 1.1272, 2.4740], [2.1767, -2.3149, 1.9783], [1.0881, -3.0257, 0.0067], [1.5983, -1.5943, -0.8908], [2.7263, -3.6877, -1.7037], [3.4808, -3.8698, -0.1108], [5.7818, -0.3647, -1.5051], [6.0955, -0.0877, 0.2299], [5.5491, 2.1151, 0.9700], [4.0856, 4.0946, 0.9323], [1.7918, 2.3433, -2.2160], [3.2764, 0.3666, -2.1879], [4.4194, -2.3555, 1.5411], [4.1843, -0.5953, 1.6598], [-0.0077, -2.3487, 1.6812], [-1.0557, -1.2621, 2.6099], [-2.2841, -2.1870, 0.6724], [-1.0500, -1.5166, -0.4345], [-3.4664, 1.2222, 2.3026], [-3.8421, 2.6913, 1.3955], [-5.1260, 1.8421, 2.2451], [-6.4579, 1.6275, 0.2331]]}

---

{"formula": "C25H30ClN5O4", "method": "ωB97M-V/def2-TZVPD", "total_charge": 0, "energy_ev": -54575.2039, "homo_ev": -8.9, "multiplicity": 1, "homo_lumo_gap_ev": 8.403, "smiles": "[H]/N=C\\Cc1cc(CNC)cc2nc(CCC(=O)Nc3ccccc3)c(Cl)nc12.CCOC(=O)OC", "species": ["H", "N", "C", "C", "C", "C", "C", "C", "N", "C", "C", "C", "N", "C", "C", "C", "C", "O", "N", "C", "C", "C", "C", "C", "C", "C", "Cl", "N", "C", "H", "H", "H", "H", "H", "H", "H", "H", "H", "H", "H", "H", "H", "H", "H", "H", "H", "H", "H", "H", "H", "C", "C", "O", "C", "O", "O", "C", "H", "H", "H", "H", "H", "H", "H", "H"], "coordinates": [[1.3037, -3.5383, -2.0535], [1.4764, -3.0743, -2.9492], [2.3068, -2.1335, -2.8089], [3.0104, -1.7615, -1.5198], [2.1113, -1.8114, -0.3136], [2.3487, -2.6622, 0.7270], [1.5054, -2.7225, 1.8638], [1.7363, -3.6868, 3.0070], [3.0853, -4.2085, 3.1645], [3.7618, -3.8300, 4.3958], [0.4102, -1.9041, 1.9105], [0.1260, -1.0213, 0.8573], [-0.9815, -0.2285, 0.9221], [-1.2348, 0.5757, -0.0706], [-2.4798, 1.4160, 0.0168], [-3.6880, 0.5001, 0.2872], [-4.9810, 1.2742, 0.2081], [-5.0279, 2.4459, -0.1030], [-6.1594, 0.5906, 0.5417], [-6.1334, -0.8393, 0.6687], [-5.9090, -1.4027, 1.9120], [-5.8469, -2.7794, 2.0473], [-6.0226, -3.5989, 0.9444], [-6.2788, -3.0378, -0.2948], [-6.3316, -1.6632, -0.4318], [-0.3217, 0.6189, -1.1825], [-0.6192, 1.7226, -2.4903], [0.7339, -0.1080, -1.2844], [0.9783, -0.9694, -0.2576], [2.5673, -1.5524, -3.6927], [3.8276, -2.4736, -1.3764], [3.4695, -0.7753, -1.6006], [3.2045, -3.3211, 0.6648], [1.0269, -4.5132, 2.8844], [1.4512, -3.1940, 3.9390], [3.6672, -4.0340, 2.3649], [3.5060, -4.5178, 5.2023], [3.5526, -2.7989, 4.7003], [4.8394, -3.9096, 4.2527], [-0.2700, -1.9251, 2.7531], [-2.6660, 1.9501, -0.9064], [-2.3823, 2.1137, 0.8467], [-3.5797, 0.0673, 1.2817], [-3.6854, -0.3175, -0.4363], [-6.8953, 0.8904, -0.0867], [-5.7796, -0.7704, 2.7799], [-5.6636, -3.2068, 3.0240], [-5.9603, -4.6724, 1.0559], [-6.4235, -3.6640, -1.1639], [-6.5121, -1.2011, -1.3953], [3.9981, 7.5749, -2.8085], [5.0446, 6.5241, -2.5089], [4.5817, 5.5670, -1.5429], [3.7586, 4.6327, -2.0175], [3.4075, 4.5114, -3.1623], [3.3952, 3.8477, -1.0051], [2.4605, 2.8208, -1.3598], [3.6657, 8.0531, -1.8864], [4.4118, 8.3371, -3.4687], [3.1298, 7.1325, -3.2944], [5.9227, 6.9760, -2.0514], [5.3613, 6.0055, -3.4132], [2.8261, 2.2319, -2.1980], [1.4993, 3.2602, -1.6070], [2.3636, 2.1886, -0.4816]]}